{
  "formula": "C30H28NO3P",
  "method": "ωB97M-V/def2-TZVPD",
  "elements": ["C", "C", "O", "C", "O", "C", "C", "C", "N", "C", "C", "C", "C", "C", "C", "C", "C", "C", "C", "C", "C", "P", "O", "C", "C", "C", "C", "C", "C", "C", "C", "C", "C", "C", "C", "H", "H", "H", "H", "H", "H", "H", "H", "H", "H", "H", "H", "H", "H", "H", "H", "H", "H", "H", "H", "H", "H", "H", "H", "H", "H", "H", "H"],
  "xyz": [[-3.41729, -2.01806, -1.64113], [-2.58274, -0.86440, -2.02801], [-1.56530, -0.72733, -0.98396], [-0.58205, 0.13328, -1.38089], [-0.75385, 0.91185, -2.32713], [0.48264, 0.22364, -0.30476], [1.38840, -0.99624, -0.07871], [2.33391, -0.65145, 1.15490], [0.76550, -2.31946, 0.17863], [0.52619, -3.34722, -0.75780], [1.18069, -3.63886, -1.97369], [0.75458, -4.76826, -2.66773], [-0.27477, -5.55993, -2.18025], [-0.90734, -5.32690, -0.95939], [-0.44488, -4.22110, -0.21964], [-0.80622, -3.72492, 1.08915], [-1.80588, -4.10600, 1.99400], [-1.94485, -3.36756, 3.15690], [-1.10965, -2.28763, 3.43841], [-0.12743, -1.88409, 2.54497], [-0.00421, -2.57104, 1.35474], [1.18203, 2.00282, -0.60160], [2.45674, 1.92167, -1.43876], [0.26299, 3.50868, -1.28125], [-1.11853, 3.79006, -1.10567], [-1.68629, 4.93980, -1.67994], [-0.93446, 5.87066, -2.40782], [0.45043, 5.61958, -2.54673], [1.04016, 4.47162, -1.98706], [1.53990, 2.65984, 1.09470], [0.54667, 3.15394, 1.98937], [0.92179, 3.56421, 3.27864], [2.27386, 3.53833, 3.67650], [3.27162, 3.10654, 2.76579], [2.90438, 2.71032, 1.47472], [-4.19432, -2.14933, -2.37719], [-2.82730, -2.93027, -1.63351], [-3.88483, -1.88216, -0.67712], [-2.07384, -1.00549, -2.97628], [-3.14949, 0.04754, -2.10249], [-0.11021, 0.36109, 0.53715], [1.82883, -1.01873, -1.09077], [3.23225, -0.26121, 0.73911], [1.86834, 0.19242, 1.64286], [2.51773, -1.46621, 1.82865], [2.00624, -2.99809, -2.25469], [1.24416, -5.01298, -3.59320], [-0.62098, -6.39290, -2.76777], [-1.72394, -5.90959, -0.55393], [-2.44465, -4.94377, 1.71074], [-2.72450, -3.63154, 3.84580], [-1.22280, -1.74312, 4.35328], [0.57922, -1.08212, 2.75213], [-1.75752, 3.10675, -0.54301], [-2.74778, 5.10215, -1.55574], [-1.40521, 6.76488, -2.86551], [1.05056, 6.32475, -3.10847], [2.12655, 4.31801, -2.12458], [-0.50000, 3.20943, 1.67561], [0.15447, 3.90567, 3.97181], [2.56241, 3.85072, 4.70598], [4.31781, 3.08210, 3.07234], [3.68204, 2.41562, 0.74931]],
  "atomic_forces_ev_per_a": [[-0.249, -0.753, -0.110], [0.597, 0.030, 0.433], [0.834, 0.531, -1.460], [-1.968, 1.036, -0.500], [1.093, -1.831, 1.643], [-1.265, 1.530, -1.666], [1.162, -0.409, 0.159], [-0.962, 0.447, -2.068], [-0.275, 0.952, 0.505], [0.026, -0.083, 0.329], [-0.572, 0.308, 1.064], [0.409, 0.900, 0.408], [-0.982, -0.602, 0.378], [1.038, 1.211, 0.048], [-0.259, -0.176, -0.430], [-0.067, 0.740, 0.449], [0.711, 0.114, -0.723], [-0.174, -0.152, -0.090], [0.234, -0.174, -0.447], [0.495, 0.490, 0.041], [-0.545, -1.236, -2.063], [3.340, 0.965, -1.016], [-1.588, -0.336, 1.309], [-1.227, 0.254, -0.141], [0.940, 0.153, -0.448], [0.206, -0.035, 0.097], [0.685, -0.565, 0.123], [-0.906, -0.314, 0.445], [0.098, -0.453, 0.053], [0.068, 0.331, 0.593], [1.019, -0.524, -0.214], [0.472, -0.068, -0.299], [0.222, -0.254, -0.207], [-0.989, 0.362, 0.294], [-0.314, -0.210, 0.009], [-0.400, -0.068, -0.277], [0.088, -0.136, 0.141], [-0.080, 0.057, 0.328], [0.033, -0.094, -0.100], [-0.153, 0.480, 0.098], [-1.219, 0.170, 2.015], [0.907, -0.697, 0.802], [1.014, 0.163, -0.140], [0.009, -0.027, 0.625], [0.037, -0.405, 0.046], [-0.027, -0.160, -0.448], [0.023, -0.150, -0.221], [0.049, -0.207, -0.199], [0.116, -0.284, -0.245], [0.032, 0.200, 0.425], [-0.189, -0.040, 0.293], [-0.076, 0.135, 0.393], [-0.591, -0.045, 0.237], [0.134, 0.131, -0.247], [-0.080, 0.014, 0.040], [0.387, -0.769, 0.405], [0.136, -0.109, 0.085], [-0.823, -0.107, 0.115], [0.342, -0.080, 0.163], [0.203, -0.019, -0.137], [-0.303, -0.278, -0.956], [-0.284, 0.089, -0.122], [-0.592, 0.059, 0.382]],
  "mulliken_charge": [-1.043, -0.327, -0.127, -0.074, -0.617, 0.207, -0.134, -2.085, 0.589, 0.316, -0.887, -0.620, -0.773, -0.099, 0.209, 0.264, -0.550, -0.802, -0.922, -0.554, 0.875, 1.176, -0.858, 0.418, -0.067, -0.712, -0.457, -0.483, -0.617, 0.072, -0.235, -0.668, -0.449, -0.614, -0.207, 0.458, 0.145, 0.283, 0.353, 0.328, 0.489, 0.586, 0.405, 0.299, 0.590, 0.458, 0.426, 0.390, 0.438, 0.404, 0.394, 0.471, 0.329, 0.305, 0.374, 0.354, 0.392, 0.342, 0.292, 0.401, 0.335, 0.398, 0.420],
  "e_tot_ha": -1781.8301,
  "largest_force_ev_per_a": 3.6,
  "homo_energy_ev": -8.0,
  "homo_lumo_gap_ha": 0.312
}

***

{
  "formula": "C30H29BrN3O6",
  "method": "ωB97M-V/def2-TZVPD",
  "elements": ["C", "C", "O", "C", "O", "N", "C", "C", "C", "C", "C", "Br", "C", "C", "N", "O", "O", "C", "H", "H", "H", "H", "H", "H", "H", "H", "H", "C", "C", "C", "C", "O", "C", "C", "N", "C", "C", "C", "C", "C", "C", "C", "C", "C", "C", "C", "C", "C", "O", "H", "H", "H", "H", "H", "H", "H", "H", "H", "H", "H", "H", "H", "H", "H", "H", "H", "H", "H", "H"],
  "xyz": [[2.54779, -2.06646, -4.50860], [1.53682, -1.34158, -5.35388], [0.55404, -0.75350, -4.41406], [-0.34681, 0.01374, -5.05529], [-0.39568, 0.14002, -6.27237], [-1.20562, 0.64437, -4.12860], [-2.18001, 1.59122, -4.52416], [-2.50261, 1.99205, -5.82026], [-3.54754, 2.91316, -5.96583], [-4.27733, 3.32925, -4.83815], [-3.96538, 2.86251, -3.55119], [-5.12287, 3.20924, -2.08552], [-2.83854, 2.05506, -3.36824], [-2.14546, 1.40434, -2.23632], [-2.19548, 1.77938, -0.87196], [-2.58012, 2.92718, -0.55823], [-1.77441, 0.94817, -0.03073], [-1.23871, 0.51495, -2.73076], [3.29653, -2.54536, -5.14250], [3.09527, -1.37872, -3.85727], [2.08491, -2.85622, -3.91042], [2.01233, -0.54921, -5.94277], [1.03251, -2.01996, -6.05215], [-1.94261, 1.58782, -6.65855], [-3.81433, 3.28568, -6.94793], [-5.11560, 4.00760, -4.95046], [-0.61888, -0.16984, -2.18444], [-1.12076, -5.01720, 3.50921], [-1.86264, -3.80684, 2.98228], [-1.84934, -3.88449, 1.46593], [-3.29353, -3.77778, 3.49664], [-1.27021, -2.54066, 3.45350], [-0.01833, -2.25607, 2.99012], [0.10227, -0.83079, 2.57607], [1.22221, -0.30932, 2.92077], [1.89666, 0.79421, 2.72862], [3.27010, 0.83357, 3.20136], [4.06183, 1.99716, 3.14395], [5.33966, 1.99562, 3.69435], [5.83400, 0.84636, 4.32272], [5.02195, -0.29536, 4.45100], [3.76880, -0.31449, 3.84128], [1.25305, 1.90974, 2.04081], [1.87822, 2.55807, 0.96036], [1.18004, 3.51372, 0.22852], [-0.13322, 3.83522, 0.58163], [-0.75389, 3.18729, 1.65339], [-0.05983, 2.24068, 2.39181], [0.92273, -3.03048, 2.95543], [-1.28150, -5.14160, 4.58760], [-1.50506, -5.90926, 2.99648], [-0.05435, -4.89824, 3.28508], [-2.29453, -2.99273, 1.00208], [-0.82602, -4.04221, 1.10255], [-2.45039, -4.75645, 1.18381], [-3.78228, -2.82376, 3.25790], [-3.86883, -4.58095, 3.02274], [-3.32332, -3.93507, 4.58193], [-0.78564, -0.38658, 2.12250], [3.64746, 2.88992, 2.67904], [5.92854, 2.91051, 3.64708], [6.84013, 0.84828, 4.73932], [5.34450, -1.15726, 5.04093], [3.12800, -1.19562, 3.87479], [2.89415, 2.26119, 0.69538], [1.63695, 3.98471, -0.64127], [-0.68498, 4.57918, 0.01307], [-1.77786, 3.41909, 1.93372], [-0.52693, 1.75380, 3.24616]],
  "atomic_forces_ev_per_a": [[0.305, -0.174, 0.204], [0.003, -0.070, 0.367], [0.009, 0.231, -1.261], [0.346, -0.371, -0.483], [-0.134, 0.023, 1.962], [-0.215, -0.051, -0.226], [0.015, -0.191, -0.063], [-0.325, 0.362, -0.065], [0.411, -0.420, 0.822], [0.132, -0.274, 0.456], [0.118, 0.204, -0.372], [-0.034, 0.153, -0.478], [0.460, -0.297, 0.221], [-0.282, 0.196, -1.627], [0.237, 0.265, 3.352], [0.418, -2.261, -1.234], [-1.002, 1.352, -1.899], [-0.197, 0.703, -0.555], [-0.094, 0.027, -0.135], [-0.235, -0.096, 0.028], [0.022, 0.204, 0.012], [-0.307, -0.006, 0.224], [-0.120, 0.244, 0.269], [-0.289, 0.232, 0.188], [0.008, -0.053, 0.095], [0.032, -0.127, -0.001], [0.306, 0.056, -0.018], [0.204, -0.346, 0.224], [0.033, 0.426, 0.383], [-0.048, 0.149, -0.333], [-0.234, 0.079, 0.072], [-0.736, -1.420, -0.709], [1.135, 1.997, -0.581], [-1.315, -1.501, 0.668], [1.702, -0.196, -0.133], [-0.522, 0.197, -0.064], [-0.391, 0.090, 0.146], [0.121, -0.304, 0.152], [-0.147, -0.360, -0.052], [0.051, 0.060, 0.287], [-0.277, 0.420, -0.510], [0.758, -0.109, 0.496], [0.333, 0.048, -0.289], [-0.436, 0.028, 0.017], [-0.172, -0.071, 0.120], [-0.012, 0.051, 0.015], [0.356, 0.194, 0.252], [0.015, 0.456, -0.318], [-0.689, -0.487, 0.298], [0.176, 0.054, -0.167], [0.035, 0.061, 0.168], [-0.328, -0.168, 0.211], [0.210, -0.160, 0.130], [-0.235, 0.196, -0.009], [0.106, 0.121, -0.105], [0.180, -0.191, 0.051], [0.059, 0.044, 0.101], [0.023, 0.148, -0.193], [0.090, 0.357, 0.110], [0.217, -0.126, 0.224], [0.063, -0.227, 0.015], [-0.183, 0.040, 0.029], [0.090, 0.211, -0.332], [0.152, 0.278, 0.070], [-0.300, 0.118, -0.034], [-0.028, 0.008, 0.189], [0.095, -0.104, 0.043], [0.142, 0.065, -0.179], [0.117, 0.010, -0.247]],
  "mulliken_charge": [-1.266, -0.196, -0.298, 0.515, -0.635, 0.305, -0.147, -0.668, -0.618, -0.430, 0.027, -0.142, 0.304, -0.006, 0.937, -0.487, -0.468, -0.414, 0.408, 0.317, 0.317, 0.316, 0.296, 0.491, 0.384, 0.380, 0.773, -1.503, 1.725, -1.661, -1.709, -0.439, 0.486, -0.403, -0.384, 0.040, 0.834, -0.467, -0.787, -0.407, -0.538, -0.560, 0.408, -0.574, -0.787, -0.342, -0.614, -0.390, -0.659, 0.356, 0.387, 0.326, 0.327, 0.377, 0.520, 0.387, 0.372, 0.371, 0.246, 0.413, 0.345, 0.328, 0.358, 0.432, 0.564, 0.362, 0.421, 0.334, 0.508],
  "e_tot_ha": -4350.2445,
  "largest_force_ev_per_a": 3.4,
  "homo_energy_ev": -2.3,
  "total_charge": -1,
  "homo_lumo_gap_ha": 0.133
}

***

{
  "formula": "C30H29CuIN3P",
  "method": "ωB97M-V/def2-TZVPD",
  "elements": ["C", "C", "H", "H", "H", "H", "H", "H", "C", "C", "C", "C", "H", "H", "H", "H", "N", "C", "C", "N", "C", "C", "C", "H", "H", "C", "H", "H", "Cu", "I", "N", "P", "C", "C", "C", "C", "C", "C", "C", "C", "C", "C", "C", "C", "C", "C", "C", "C", "C", "C", "H", "H", "H", "H", "H", "H", "H", "H", "H", "H", "H", "H", "H", "H", "H"],
  "xyz": [[-0.99081, 1.25955, -4.64453], [-0.64604, 2.72462, -4.37433], [-0.40937, 0.86090, -5.47894], [-2.04511, 1.14745, -4.91159], [-0.79829, 0.65499, -3.75135], [0.35773, 2.82317, -3.94537], [-0.67797, 3.30398, -5.31124], [-1.39213, 3.17804, -3.70715], [2.61445, -2.87509, -1.20129], [3.65832, -3.78782, -1.01526], [4.85810, -3.33128, -0.46519], [4.95960, -1.98576, -0.09998], [1.64307, -3.18636, -1.58452], [3.51796, -4.83092, -1.30488], [5.71272, -3.99180, -0.31539], [5.85081, -1.57940, 0.37247], [2.74287, -1.56212, -0.94942], [3.88383, -1.11312, -0.38285], [3.93634, 0.31612, -0.08358], [2.88033, 1.07432, -0.51190], [2.81885, 2.38551, -0.16246], [4.94946, 2.23373, 0.96881], [3.82321, 2.98024, 0.60801], [1.93402, 2.93074, -0.50815], [3.71992, 4.02287, 0.90311], [4.99664, 0.88736, 0.62801], [5.83266, 0.24649, 0.88616], [5.79273, 2.67418, 1.49500], [1.35064, 0.13006, -1.26427], [-0.45301, -1.54197, -2.65994], [-0.40350, -0.36167, -0.94291], [-1.45270, -0.28165, 0.31922], [-0.74807, -1.18662, 1.74907], [-1.42982, -2.27999, 2.33012], [-0.89479, -2.95581, 3.42949], [0.36321, -2.59483, 3.93255], [1.03444, -1.49146, 3.38259], [0.50955, -0.82381, 2.27193], [-1.73587, 1.48182, 0.68247], [-0.63421, 2.24243, 1.10218], [-0.74006, 3.62510, 1.27319], [-1.95164, 4.27566, 0.98646], [-3.06237, 3.52449, 0.59291], [-2.97500, 2.13493, 0.48132], [-3.10777, -0.97272, 0.12603], [-4.02214, -0.79784, 1.18508], [-5.31441, -1.31347, 1.10237], [-5.73455, -1.97455, -0.05871], [-4.81258, -2.19488, -1.08108], [-3.50491, -1.72677, -0.98102], [-2.38262, -2.61646, 1.92252], [-1.47441, -3.77492, 3.87072], [0.80431, -3.16766, 4.75497], [1.98329, -1.15328, 3.81462], [1.10165, -0.03458, 1.80942], [0.32228, 1.75921, 1.27768], [0.13175, 4.20205, 1.61097], [-2.03484, 5.36284, 1.06965], [-4.01243, 4.00504, 0.35513], [-3.86760, 1.56332, 0.23364], [-3.70623, -0.28873, 2.09476], [-5.98560, -1.19095, 1.94984], [-6.76974, -2.32118, -0.14354], [-5.12627, -2.74693, -1.97056], [-2.78789, -1.97479, -1.76104]],
  "atomic_forces_ev_per_a": [[-0.023, 0.312, 0.206], [-0.253, 0.157, -0.444], [0.096, -0.072, 0.142], [0.023, -0.009, 0.050], [-0.155, 0.483, -0.567], [-0.241, 0.057, -0.009], [0.093, -0.106, 0.301], [0.348, -0.095, 0.023], [0.951, 0.096, 0.140], [-1.064, -0.184, -0.373], [0.565, 1.412, 0.564], [-0.042, -1.116, -0.375], [0.314, -0.044, 0.018], [0.049, 0.322, 0.157], [-0.291, 0.085, -0.005], [-0.119, -0.376, -0.213], [-0.723, -0.848, -0.303], [0.457, 1.380, 0.492], [0.097, -1.680, -0.261], [-0.764, 1.261, -0.224], [1.180, -0.344, 0.685], [0.906, -1.607, 0.022], [-1.617, 0.672, -0.760], [0.406, -0.116, 0.161], [0.054, -0.193, -0.138], [0.158, 1.193, 0.234], [-0.017, 0.398, 0.118], [-0.244, 0.030, -0.013], [1.137, 0.140, 0.825], [-0.096, -0.571, 0.723], [-2.391, -0.144, 0.444], [1.137, -0.614, -1.470], [0.022, -0.191, 0.469], [0.199, 0.391, 0.014], [0.305, -0.003, -0.230], [-0.379, 0.314, -0.088], [-0.028, -0.307, -0.118], [-0.226, -0.144, 0.187], [-0.084, 0.418, 0.369], [-0.133, 0.258, -0.079], [-0.231, 0.149, -0.114], [0.187, -0.311, 0.021], [0.155, -0.231, 0.051], [0.552, -0.199, -0.074], [-0.552, -0.332, 0.196], [-0.036, -0.207, -0.197], [0.185, 0.113, -0.155], [0.232, 0.109, 0.186], [-0.440, -0.124, -0.020], [0.095, 0.064, 0.034], [0.237, 0.165, 0.158], [0.402, 0.265, -0.193], [-0.187, 0.359, -0.257], [-0.336, -0.250, -0.310], [-0.153, -0.157, 0.100], [-0.113, 0.158, -0.054], [-0.430, -0.319, -0.200], [0.081, -0.401, 0.008], [0.284, -0.060, 0.180], [0.266, 0.153, -0.121], [-0.089, -0.009, -0.188], [0.061, 0.012, -0.224], [0.467, 0.055, 0.005], [0.183, 0.175, 0.277], [-0.425, 0.209, 0.221]],
  "lowdin_spin": [0.000, 0.000, 0.000, 0.000, 0.000, 0.000, 0.000, 0.000, 0.003, 0.095, 0.039, 0.049, -0.002, 0.007, 0.001, 0.002, 0.113, 0.091, 0.146, 0.164, 0.024, 0.097, 0.104, -0.001, 0.007, 0.027, 0.000, 0.006, 0.016, 0.005, 0.004, 0.001, 0.000, 0.000, 0.000, 0.000, 0.000, 0.000, 0.000, 0.000, 0.000, 0.000, 0.000, 0.000, 0.000, 0.000, 0.000, 0.000, 0.000, 0.000, 0.000, 0.000, 0.000, 0.000, 0.000, 0.000, 0.000, 0.000, 0.000, 0.000, 0.000, 0.000, 0.000, 0.000, 0.000],
  "multiplicity": 2,
  "e_tot_ha": -3604.3086,
  "largest_force_ev_per_a": 2.4,
  "homo_energy_ev": [-4.0, -7.4],
  "homo_lumo_gap_ha": [0.129, 0.252]
}